Entry 1:
{
  "formula": "C17H22BeNO2Si",
  "method": "wB97M-V/def2-TZVPD",
  "total_charge": -1,
  "orbital_gap_ev": [5.7602, 3.0195],
  "species": ["Be", "C", "Si", "C", "C", "N", "C", "C", "C", "C", "C", "C", "O", "C", "C", "C", "C", "C", "C", "H", "H", "H", "H", "H", "H", "H", "H", "H", "H", "H", "H", "H", "H", "H", "H", "H", "H", "H", "C", "C", "O", "H", "H", "H"],
  "positions_angstrom": [[0.2673, 0.7479, -0.4995], [0.8440, 1.4818, 3.8960], [1.3428, 1.7476, 2.1051], [0.6322, 3.4159, 1.6119], [3.1965, 1.7228, 1.9017], [0.6003, 0.5484, 1.0918], [0.1232, -0.7324, 1.4346], [0.2463, -1.4461, 2.6954], [-0.2537, -2.7610, 2.7647], [-0.7347, -3.4492, 1.6752], [-0.8053, -2.8027, 0.3994], [-0.3614, -1.4828, 0.3140], [-0.1530, -0.7395, -0.9267], [-0.5949, -1.2386, -2.1966], [0.4052, -1.4621, -3.1427], [-0.0138, -2.0679, -4.3392], [-1.3422, -2.3784, -4.5387], [-2.3266, -1.9721, -3.6424], [-1.9613, -1.3891, -2.4241], [1.0425, 2.4109, 4.4449], [1.4522, 0.7087, 4.3455], [-0.2030, 1.2265, 4.0122], [0.6003, 4.1051, 2.4511], [-0.4192, 3.3736, 1.2528], [1.2286, 3.8834, 0.8442], [3.6967, 2.6414, 2.2118], [3.4811, 1.5522, 0.8411], [3.6488, 0.8921, 2.4572], [0.7010, -0.9928, 3.5558], [-0.1917, -3.2414, 3.7350], [-0.9998, -4.4949, 1.7321], [-1.1225, -3.3702, -0.4707], [1.4783, -1.3301, -2.9303], [0.7201, -2.3364, -5.1048], [-1.6367, -2.9764, -5.4000], [-3.3634, -2.2148, -3.9029], [-2.7124, -1.2095, -1.6466], [0.6395, 1.7357, -2.1204], [-1.5320, 2.0261, -1.3487], [-0.1046, 2.4282, -1.5896], [0.3211, 3.5955, -1.6040], [-2.0069, 2.6400, -0.5285], [-1.7246, 0.9556, -1.1220], [-2.1041, 2.2489, -2.2953]],
  "nbo_charge": [1.582, -1.127, 1.820, -1.129, -1.139, -1.416, 0.148, -0.287, -0.209, -0.270, -0.254, 0.309, -0.760, 0.356, -0.459, -0.351, -0.186, -0.390, -0.439, 0.229, 0.218, 0.241, 0.218, 0.247, 0.258, 0.232, 0.247, 0.230, 0.214, 0.200, 0.208, 0.247, 0.204, 0.185, 0.186, 0.184, 0.205, 0.116, -0.734, -0.122, -0.657, 0.214, 0.206, 0.222]
}

***

Entry 2:
{
  "formula": "C17H22BrCuF5N2O2P2S",
  "method": "wB97M-V/def2-TZVPD",
  "total_charge": -1,
  "orbital_gap_ev": 6.6238,
  "species": ["Cu", "C", "P", "C", "C", "C", "P", "C", "C", "H", "H", "H", "H", "H", "H", "H", "H", "H", "H", "H", "H", "H", "H", "H", "H", "S", "C", "C", "N", "C", "H", "H", "H", "F", "C", "F", "C", "F", "F", "F", "Br", "C", "C", "N", "C", "C", "C", "C", "O", "O", "H", "H", "H"],
  "positions_angstrom": [[-0.6530, -0.5493, 0.4720], [4.4869, 1.0899, 0.5664], [2.9536, 0.2620, -0.0899], [3.7665, -1.0149, -1.1335], [2.5825, 1.4990, -1.4268], [1.8406, 2.7220, -0.8728], [0.1929, 2.2970, -0.0942], [-0.2386, 4.0206, 0.4294], [-0.8091, 2.2168, -1.6346], [4.9524, 0.4378, 1.3078], [4.2233, 2.0258, 1.0639], [5.2068, 1.3004, -0.2299], [4.4872, -0.5701, -1.8246], [2.9902, -1.5445, -1.6888], [4.2689, -1.7409, -0.4926], [1.9625, 0.9965, -2.1754], [3.5229, 1.7901, -1.9053], [1.6488, 3.4577, -1.6604], [2.4592, 3.1997, -0.1055], [-0.0435, 4.7445, -0.3660], [0.3472, 4.2868, 1.3112], [-1.2953, 4.0575, 0.6980], [-0.5581, 3.0387, -2.3115], [-1.8649, 2.2595, -1.3702], [-0.6435, 1.2581, -2.1266], [0.6148, 0.3280, 4.7673], [-0.8900, -0.4914, 4.6600], [-1.2707, -0.5889, 3.3635], [-0.3961, -0.0322, 2.4607], [0.6326, 0.4806, 3.0509], [-1.4007, -0.8465, 5.5396], [-2.1780, -1.0537, 3.0066], [1.4511, 0.9597, 2.5335], [-3.3586, 0.4007, 0.7423], [-2.6060, -0.4127, -0.1406], [-2.9556, 0.0839, -1.4034], [-3.3360, -1.7492, -0.0732], [-2.8600, -2.6120, -0.9793], [-4.6756, -1.6714, -0.2726], [-3.1732, -2.3149, 1.1481], [-0.3920, -8.2259, -1.5936], [-0.2722, -6.7177, -0.4379], [-0.5000, -6.8860, 0.9173], [-0.4184, -5.8752, 1.7774], [-0.1134, -4.6693, 1.2955], [0.1199, -4.4128, -0.0504], [0.0375, -5.4708, -0.9420], [0.4402, -3.0115, -0.5610], [0.6106, -2.8703, -1.7712], [0.5182, -2.1274, 0.3512], [-0.7565, -7.8580, 1.3232], [-0.0453, -3.8562, 2.0073], [0.2141, -5.2821, -1.9923]],
  "nbo_charge": [0.757, -0.943, 0.834, -0.944, -0.711, -0.701, 0.809, -0.933, -0.946, 0.223, 0.216, 0.203, 0.200, 0.269, 0.226, 0.233, 0.205, 0.207, 0.207, 0.205, 0.219, 0.233, 0.197, 0.254, 0.253, 0.385, -0.459, -0.036, -0.509, -0.118, 0.240, 0.245, 0.235, -0.414, 0.129, -0.399, 0.887, -0.323, -0.344, -0.347, 0.016, -0.133, -0.006, -0.421, 0.058, -0.166, -0.167, 0.780, -0.700, -0.857, 0.190, 0.215, 0.253]
}

***

Entry 3:
{
  "formula": "C17H22Cl5N4NiO2Se2",
  "method": "wB97M-V/def2-TZVPD",
  "s_squared": 2.011,
  "spin_multiplicity": 3,
  "total_charge": -1,
  "orbital_gap_ev": [6.2319, 6.5400],
  "species": ["Ni", "Cl", "C", "C", "C", "Cl", "C", "Cl", "C", "Cl", "C", "Cl", "O", "C", "C", "C", "O", "C", "Se", "C", "Se", "H", "H", "H", "H", "H", "H", "H", "H", "H", "H", "C", "N", "C", "N", "C", "N", "C", "N", "C", "C", "H", "H", "H", "H", "H", "H", "H", "H", "H", "H", "H", "H"],
  "positions_angstrom": [[-0.3382, -1.4076, 0.1327], [-0.7310, -4.1184, -0.5891], [0.9092, -3.9326, 0.0533], [1.2131, -2.6751, 0.5587], [2.5288, -2.5368, 0.9709], [3.0407, -0.9669, 1.5749], [3.4746, -3.5568, 0.9143], [5.1019, -3.3100, 1.4393], [3.0941, -4.8030, 0.4165], [4.2359, -6.0965, 0.3468], [1.7869, -5.0021, -0.0307], [1.3099, -6.5273, -0.6742], [-3.9741, 0.5772, 3.8089], [-3.8170, 1.6714, 2.9049], [-2.3460, 1.9899, 2.6071], [-1.7208, 2.6380, 3.8529], [-1.7442, 1.8099, 5.0007], [-1.5456, 0.7436, 2.2402], [-2.4474, -0.3667, 0.8980], [-2.2822, 3.0035, 1.4613], [-2.9069, 2.2832, -0.2506], [-3.7482, -0.2191, 3.3060], [-4.2747, 2.5362, 3.3943], [-4.3568, 1.4779, 1.9770], [-2.2502, 3.5821, 4.0538], [-0.6725, 2.8832, 3.6578], [-2.5586, 1.2843, 4.9582], [-1.3760, 0.1384, 3.1297], [-0.5722, 1.0345, 1.8445], [-1.2535, 3.3508, 1.3505], [-2.9096, 3.8664, 1.6974], [-0.5908, -0.1408, -2.4276], [0.4877, -0.3067, -1.4215], [1.6284, -0.9752, -2.0818], [2.1064, -0.2202, -3.2361], [0.9989, -0.0609, -4.1795], [-0.1445, 0.6273, -3.5841], [0.2992, 1.9404, -3.1046], [1.3949, 1.8308, -2.1376], [0.9256, 1.0437, -1.0008], [2.4983, 1.1132, -2.7704], [-1.4215, 0.3698, -1.9409], [-0.9147, -1.1355, -2.7446], [1.3154, -1.9762, -2.3859], [2.4385, -1.0685, -1.3572], [0.6788, -1.0489, -4.5199], [1.3506, 0.5111, -5.0422], [-0.5426, 2.4450, -2.6271], [0.6393, 2.5321, -3.9587], [0.0774, 1.5406, -0.5258], [1.7380, 0.9255, -0.2811], [3.3147, 1.0093, -2.0516], [2.8525, 1.6926, -3.6271]],
  "mulliken_spin": [0.976, 0.007, -0.060, 0.092, 0.006, 0.002, -0.002, 0.001, 0.002, 0.000, -0.007, 0.000, 0.002, 0.010, -0.013, 0.002, 0.000, -0.012, 0.381, 0.012, 0.586, 0.002, 0.001, -0.007, -0.001, 0.000, 0.000, 0.001, -0.016, -0.014, 0.009, -0.006, 0.045, -0.010, 0.001, 0.000, 0.002, -0.004, 0.001, -0.018, 0.001, 0.006, -0.004, 0.001, 0.002, 0.000, 0.000, 0.002, 0.001, 0.012, 0.005, 0.000, 0.000]
}

***

Entry 4:
{
  "formula": "C17H22ClN3O",
  "method": "wB97M-V/def2-TZVPD",
  "smiles": "C[C@@H]1CCC[C@H](C)N1Cc1nc(Cc2ccccc2Cl)no1",
  "total_charge": 0,
  "orbital_gap_ev": 9.0645,
  "species": ["C", "H", "H", "H", "C", "N", "C", "C", "N", "C", "N", "O", "C", "C", "C", "C", "C", "C", "C", "Cl", "H", "H", "H", "H", "H", "H", "H", "H", "C", "C", "H", "H", "H", "C", "C", "C", "H", "H", "H", "H", "H", "H", "H", "H"],
  "positions_angstrom": [[-0.3003, -1.0491, -1.6451], [-0.2605, -1.9159, -2.3011], [0.3018, -0.2545, -2.0756], [0.1360, -1.3214, -0.6880], [-1.7586, -0.5998, -1.4912], [-1.9751, 0.6156, -0.7316], [-1.4806, 1.8521, -1.2740], [-0.1320, 2.2286, -0.7554], [1.0204, 1.7227, -1.0727], [1.8793, 2.3195, -0.1986], [1.2851, 3.1582, 0.6015], [-0.0313, 3.1153, 0.2439], [3.3076, 1.9266, -0.1022], [3.2959, 0.4929, 0.3638], [3.1375, 0.2117, 1.7156], [3.0301, -1.0901, 2.1694], [3.0738, -2.1398, 1.2673], [3.2274, -1.8832, -0.0827], [3.3322, -0.5744, -0.5282], [3.5083, -0.2979, -2.2240], [3.2588, -2.6912, -0.7969], [2.9855, -3.1590, 1.6117], [2.9063, -1.2840, 3.2239], [3.0899, 1.0348, 2.4136], [3.8079, 2.5729, 0.6174], [3.7799, 2.0097, -1.0808], [-1.4288, 1.7592, -2.3608], [-2.1723, 2.6628, -1.0110], [-2.1639, 0.5397, 0.7001], [-0.9602, 0.0132, 1.5007], [-0.0411, 0.5179, 1.2140], [-1.1261, 0.1921, 2.5609], [-0.8185, -1.0533, 1.3523], [-3.4274, -0.3042, 0.9985], [-3.8532, -1.1118, -0.2265], [-2.6211, -1.7170, -0.8862], [-2.0504, -2.2735, -0.1411], [-2.9068, -2.4161, -1.6731], [-4.5526, -1.8939, 0.0729], [-4.3562, -0.4614, -0.9437], [-4.2479, 0.3437, 1.3089], [-3.2153, -0.9856, 1.8234], [-2.3415, 1.5701, 1.0307], [-2.1423, -0.3820, -2.5003]],
  "nbo_charge": [-0.641, 0.206, 0.236, 0.204, -0.021, -0.463, -0.256, 0.525, -0.515, 0.328, -0.164, -0.284, -0.470, -0.059, -0.141, -0.228, -0.203, -0.226, -0.022, 0.012, 0.228, 0.218, 0.217, 0.212, 0.243, 0.252, 0.232, 0.213, -0.038, -0.628, 0.210, 0.212, 0.202, -0.401, -0.391, -0.409, 0.193, 0.215, 0.208, 0.202, 0.209, 0.196, 0.201, 0.182]
}

***

Please write out number 2 again, unchanged.
{
  "formula": "C17H22BrCuF5N2O2P2S",
  "method": "wB97M-V/def2-TZVPD",
  "total_charge": -1,
  "orbital_gap_ev": 6.6238,
  "species": ["Cu", "C", "P", "C", "C", "C", "P", "C", "C", "H", "H", "H", "H", "H", "H", "H", "H", "H", "H", "H", "H", "H", "H", "H", "H", "S", "C", "C", "N", "C", "H", "H", "H", "F", "C", "F", "C", "F", "F", "F", "Br", "C", "C", "N", "C", "C", "C", "C", "O", "O", "H", "H", "H"],
  "positions_angstrom": [[-0.6530, -0.5493, 0.4720], [4.4869, 1.0899, 0.5664], [2.9536, 0.2620, -0.0899], [3.7665, -1.0149, -1.1335], [2.5825, 1.4990, -1.4268], [1.8406, 2.7220, -0.8728], [0.1929, 2.2970, -0.0942], [-0.2386, 4.0206, 0.4294], [-0.8091, 2.2168, -1.6346], [4.9524, 0.4378, 1.3078], [4.2233, 2.0258, 1.0639], [5.2068, 1.3004, -0.2299], [4.4872, -0.5701, -1.8246], [2.9902, -1.5445, -1.6888], [4.2689, -1.7409, -0.4926], [1.9625, 0.9965, -2.1754], [3.5229, 1.7901, -1.9053], [1.6488, 3.4577, -1.6604], [2.4592, 3.1997, -0.1055], [-0.0435, 4.7445, -0.3660], [0.3472, 4.2868, 1.3112], [-1.2953, 4.0575, 0.6980], [-0.5581, 3.0387, -2.3115], [-1.8649, 2.2595, -1.3702], [-0.6435, 1.2581, -2.1266], [0.6148, 0.3280, 4.7673], [-0.8900, -0.4914, 4.6600], [-1.2707, -0.5889, 3.3635], [-0.3961, -0.0322, 2.4607], [0.6326, 0.4806, 3.0509], [-1.4007, -0.8465, 5.5396], [-2.1780, -1.0537, 3.0066], [1.4511, 0.9597, 2.5335], [-3.3586, 0.4007, 0.7423], [-2.6060, -0.4127, -0.1406], [-2.9556, 0.0839, -1.4034], [-3.3360, -1.7492, -0.0732], [-2.8600, -2.6120, -0.9793], [-4.6756, -1.6714, -0.2726], [-3.1732, -2.3149, 1.1481], [-0.3920, -8.2259, -1.5936], [-0.2722, -6.7177, -0.4379], [-0.5000, -6.8860, 0.9173], [-0.4184, -5.8752, 1.7774], [-0.1134, -4.6693, 1.2955], [0.1199, -4.4128, -0.0504], [0.0375, -5.4708, -0.9420], [0.4402, -3.0115, -0.5610], [0.6106, -2.8703, -1.7712], [0.5182, -2.1274, 0.3512], [-0.7565, -7.8580, 1.3232], [-0.0453, -3.8562, 2.0073], [0.2141, -5.2821, -1.9923]],
  "nbo_charge": [0.757, -0.943, 0.834, -0.944, -0.711, -0.701, 0.809, -0.933, -0.946, 0.223, 0.216, 0.203, 0.200, 0.269, 0.226, 0.233, 0.205, 0.207, 0.207, 0.205, 0.219, 0.233, 0.197, 0.254, 0.253, 0.385, -0.459, -0.036, -0.509, -0.118, 0.240, 0.245, 0.235, -0.414, 0.129, -0.399, 0.887, -0.323, -0.344, -0.347, 0.016, -0.133, -0.006, -0.421, 0.058, -0.166, -0.167, 0.780, -0.700, -0.857, 0.190, 0.215, 0.253]
}